No. 1
Here is a cluster of 10 separate species, C19H58N2O19 in total at a distorted geometry from the OMol25 dataset. Energies are from ωB97M-V/def2-TZVPD.

Summary:
Relative energy (zero: lowest compared OMol25 entry of this formula, charge and spin), kJ/mol: 92.46
Highest occupied orbital energy, eV: -9.510
Total charge: 0
SMILES string: NC(N)=O.OCCO.OCCO.OCCO.OCCO.OCCO.OCCO.OCCO.OCCO.OCCO
Kohn-Sham gap, eV: 9.753

Element x y z (Å)
N 12.787337 6.621222 12.377116
C 12.341439 7.171186 11.276721
N 11.826130 8.427025 11.390145
O 12.394013 6.633517 10.150638
H 13.173624 5.712607 12.394145
H 12.990431 7.255396 13.116160
H 11.613517 8.885181 10.537749
H 11.342191 8.746664 12.178466
O 15.077078 5.966140 9.256277
C 15.482447 7.337071 9.439225
C 15.056736 8.181198 8.281941
O 13.671434 8.647230 8.195165
H 14.144636 5.857783 9.520021
H 15.121416 7.715469 10.358245
H 16.552741 7.303108 9.371868
H 15.247029 7.675423 7.373806
H 15.591932 9.150908 8.335739
H 13.051145 7.878383 8.247376
O 9.561712 14.068132 8.235134
C 8.655718 14.710197 7.425489
C 7.577900 15.382416 8.240786
O 6.772485 14.505138 8.977743
H 9.907425 14.677780 8.873536
H 9.050440 15.651359 6.935187
H 8.246272 13.962722 6.726154
H 6.938083 16.107986 7.724002
H 8.165955 15.935493 9.035675
H 7.232900 13.786291 9.371461
O 14.409501 15.777839 9.095076
C 14.038027 16.742001 8.157670
C 12.557256 16.684194 7.759406
O 11.562947 16.490993 8.773820
H 14.367042 14.909592 8.628064
H 14.353738 17.791966 8.534703
H 14.660842 16.637839 7.301364
H 12.318298 15.888142 6.999545
H 12.281417 17.586146 7.133804
H 11.759576 17.028034 9.565217
O 8.455977 8.169214 9.265571
C 7.983684 6.884385 9.761117
C 9.171150 5.948291 9.916442
O 9.939295 5.821168 8.657113
H 9.065528 7.809549 8.595218
H 7.294214 7.021616 10.608006
H 7.343561 6.469320 8.976743
H 8.743073 5.017518 10.189622
H 9.842500 6.357005 10.667173
H 10.831621 5.775487 9.069479
O 15.728543 16.058473 11.468904
C 14.986854 16.891562 12.423105
C 13.964210 17.769481 11.685567
O 12.835815 17.096732 11.089334
H 15.376818 16.107525 10.563328
H 14.601995 16.304139 13.233039
H 15.697700 17.561250 12.887583
H 14.476802 18.322419 10.866779
H 13.620781 18.573215 12.329694
H 13.213992 16.381980 10.605462
O 16.892992 12.768189 7.842857
C 16.338028 12.651902 6.589334
C 15.405807 13.792939 6.311572
O 14.332179 13.841605 7.182211
H 16.321442 12.294478 8.427779
H 17.155846 12.606711 5.931814
H 15.760469 11.669070 6.478394
H 15.022021 13.916895 5.257699
H 15.901028 14.804271 6.469487
H 14.196743 12.908002 7.426904
O 20.420267 13.574069 10.854063
C 19.223960 13.300495 10.136662
C 18.166636 14.359619 10.431750
O 17.826756 14.197026 11.773700
H 20.121470 13.680268 11.810379
H 19.480604 13.280901 9.092239
H 18.866756 12.314622 10.373690
H 17.275456 14.197521 9.786647
H 18.558651 15.417780 10.337874
H 16.992844 14.728091 11.802551
O 14.639374 11.986151 9.962077
C 14.411729 13.014531 10.856867
C 14.575337 12.441222 12.281104
O 13.480441 11.699134 12.818402
H 13.803042 11.526869 9.769106
H 15.103376 13.827501 10.734040
H 13.370015 13.431118 10.946173
H 14.592315 13.299597 12.965347
H 15.532543 11.898397 12.286459
H 13.222080 11.127662 12.129099
O 13.348082 11.188529 6.772288
C 11.958950 11.005216 7.068998
C 11.589661 11.347390 8.532854
O 12.364881 10.555002 9.465540
H 13.830204 10.345011 6.661769
H 11.517398 11.747672 6.338714
H 11.706005 9.961972 6.771224
H 10.497611 11.260914 8.723893
H 11.862387 12.422541 8.682596
H 12.832868 9.883483 8.845448

Atoms 1-6, force components in eV/Å:
N 0.2 -0.1 1.6
C -1.0 1.0 -2.6
N 0.8 -0.8 -0.4
O 0.2 -0.3 0.3
H 0.3 -0.7 -0.2
H 0.2 0.0 0.7

Mulliken atomic charge list, values in e, 6 entries: atom 1 (N): -0.39, atom 2 (C): 0.64, atom 3 (N): -0.23, atom 4 (O): -0.61, atom 5 (H): 0.26, atom 6 (H): 0.18

---

No. 2
Here is a cluster of 11 separate species, C19H60N10O11 in total at a distorted geometry from the OMol25 dataset. Energies are from ωB97M-V/def2-TZVPD.

Summary:
Relative energy (zero: lowest compared OMol25 entry of this formula, charge and spin), kJ/mol: 960.57
Highest occupied orbital energy, eV: -8.829
Total charge: 0
SMILES string: NC(N)=O.NC(N)=O.NC(N)=O.NC(N)=O.NC(N)=O.CC(C)O.CC(C)O.CC(C)O.CC(C)O.CO.CO
Kohn-Sham gap, eV: 8.675

Element x y z (Å)
N 0.536949 1.522130 3.484397
C 1.534319 1.064914 4.212995
N 1.212709 0.089344 5.032948
O 2.771360 1.588515 4.176406
H 0.778994 2.328190 2.926764
H -0.452636 1.195828 3.391728
H 2.051535 -0.161863 5.553305
H 0.286064 0.005300 5.457913
N 1.905723 -0.854860 -4.985878
C 1.155388 0.048972 -4.373297
N -0.048895 -0.415780 -4.461198
O 1.576630 1.343345 -3.961950
H 2.904708 -0.633432 -5.132496
H 1.452887 -1.584463 -5.445004
H -0.825696 0.191880 -4.204983
H -0.427361 -1.366295 -4.508687
N -2.854613 -0.207784 -4.548152
C -2.701678 1.113845 -4.531133
N -2.851127 1.598759 -3.365595
O -2.473379 1.918849 -5.598688
H -2.616196 -0.705500 -5.434743
H -2.997985 -0.771258 -3.717509
H -2.854293 2.557673 -3.215053
H -3.042700 1.081522 -2.538519
N -2.075374 0.202458 2.971160
C -2.556704 1.281287 2.379230
N -1.719379 1.802652 1.571777
O -3.847255 1.678928 2.560417
H -2.742448 -0.174915 3.615859
H -1.375273 -0.370029 2.572857
H -2.110889 2.523396 0.994583
H -0.769025 1.447115 1.383489
N -2.781453 4.262693 0.547347
C -3.442257 3.752208 -0.391958
N -4.099804 2.698259 0.076426
O -3.369141 4.017360 -1.745752
H -2.192307 5.076486 0.346715
H -3.016452 4.141851 1.493797
H -4.588600 2.158318 -0.692641
H -4.079274 2.246236 1.024304
C 0.031906 2.150425 -1.313936
C 1.003602 1.550891 -0.348340
C 1.723666 2.583963 0.467845
O 0.537488 0.766595 0.524996
H 0.507957 2.699168 -2.200850
H -0.670603 2.763352 -0.779076
H -0.643544 1.454043 -1.801009
H 1.635748 0.871408 -0.902780
H 2.413087 3.197950 -0.155427
H 2.314380 2.027680 1.211201
H 1.064974 3.295012 0.965646
H 1.240815 0.126503 0.795446
C -3.918209 -2.993615 -0.717598
C -3.373872 -1.713375 -1.337412
C -2.856188 -0.741683 -0.314324
O -2.465892 -1.831044 -2.187574
H -4.781402 -2.629645 -0.186429
H -3.217872 -3.501616 -0.089092
H -4.161665 -3.695625 -1.520996
H -4.192112 -1.241086 -1.892232
H -3.690570 -0.379097 0.253968
H -2.396366 0.099770 -0.817980
H -2.102411 -1.192219 0.340902
H -1.723441 -2.166387 -1.656544
C 5.191657 0.773001 1.341438
C 4.785577 -0.714403 1.497413
C 3.332481 -0.880317 1.700810
O 5.155701 -1.445561 0.566983
H 4.860220 1.296291 2.209289
H 4.626190 1.187749 0.491726
H 6.230171 0.907416 1.093690
H 5.280848 -1.106405 2.391217
H 2.989539 -0.183366 2.491312
H 3.033069 -1.887736 1.907798
H 2.770359 -0.613727 0.767315
H 4.797890 -1.125785 -0.268854
C -0.790669 -2.671109 4.282884
C 0.124062 -2.372577 3.107933
C -0.334623 -3.155076 1.834129
O 0.269594 -1.192560 2.795134
H -1.813986 -2.408411 4.066526
H -0.479948 -2.154661 5.125461
H -0.701487 -3.722087 4.491630
H 1.074870 -2.807781 3.278184
H -1.325812 -2.865307 1.553304
H -0.289821 -4.236910 1.982424
H 0.367807 -2.842250 1.068912
H 0.577197 -0.717306 3.599159
C 0.387553 -1.771949 -1.429987
O -0.197232 -3.058983 -1.515656
H 1.240820 -1.659070 -2.140956
H 0.786201 -1.700525 -0.433477
H -0.264490 -0.931284 -1.569171
H 0.509585 -3.695679 -1.480829
C 4.615284 0.023830 -2.398446
O 3.603372 -0.688022 -1.775641
H 4.338815 0.441909 -3.349404
H 5.470480 -0.655775 -2.480293
H 4.897283 0.871323 -1.767808
H 3.346896 -1.430395 -2.293730

Atoms 1-6, force components in eV/Å:
N -1.3 1.6 -1.5
C 5.1 4.7 -0.7
N 0.5 -2.5 2.3
O -5.3 -2.6 -0.1
H 0.0 -0.1 0.0
H 1.6 0.1 0.8

Mulliken atomic charge list, values in e, 6 entries: atom 1 (N): -0.22, atom 2 (C): 0.19, atom 3 (N): -0.43, atom 4 (O): -0.70, atom 5 (H): 0.12, atom 6 (H): 0.14

---

| no. | lowest unoccupied orbital energy (eV) |
| --- | --- |
| 1 | 0.2 |
| 2 | -0.2 |